The following is a DFT calculation (wB97M-V/def2-TZVPD) of a molecular structure, C48H56BIrN9P in a non-equilibrium geometry.

Last column: Mulliken charge in e.
Element x y z (Å)
Ir (11.843, 12.515, 14.815)  2.112
C (16.782, 14.031, 16.812)  -1.501
C (15.928, 13.095, 16.023)  0.451
C (16.317, 12.142, 15.172)  -1.040
C (15.179, 11.602, 14.568)  -0.926
N (14.097, 12.231, 15.089)  -0.257
N (14.587, 13.128, 16.029)  0.716
B (13.719, 13.864, 17.007)  -0.891
N (12.993, 13.025, 18.061)  -0.072
N (12.035, 12.152, 17.708)  0.178
C (11.698, 11.527, 18.837)  -0.529
C (12.470, 11.987, 19.913)  -0.953
C (13.273, 12.954, 19.406)  0.210
C (14.288, 13.788, 20.079)  -1.361
C (10.621, 10.446, 18.932)  2.923
C (11.155, 9.359, 19.829)  -2.029
C (9.408, 11.050, 19.573)  -1.807
C (10.280, 9.875, 17.567)  -1.125
N (12.689, 14.811, 16.337)  1.524
N (11.935, 14.583, 15.267)  0.146
C (11.307, 15.747, 14.925)  -0.732
C (11.673, 16.693, 15.857)  -0.951
C (12.559, 16.096, 16.711)  0.137
C (13.242, 16.736, 17.870)  -1.421
C (10.252, 16.128, 13.861)  2.598
C (8.904, 16.097, 14.569)  -1.837
C (10.149, 15.298, 12.592)  -1.405
C (10.527, 17.594, 13.484)  -1.869
C (15.252, 10.499, 13.548)  3.071
C (16.711, 10.404, 13.067)  -2.361
C (14.270, 10.828, 12.449)  -0.225
C (14.896, 9.155, 14.135)  -1.934
H (17.826, 13.781, 16.610)  0.469
H (16.615, 15.075, 16.569)  0.193
H (16.575, 13.905, 17.892)  0.100
H (17.304, 11.775, 14.948)  0.600
H (14.500, 14.537, 17.606)  -0.364
H (12.467, 11.603, 20.912)  0.520
H (14.273, 13.650, 21.155)  0.435
H (15.271, 13.691, 19.693)  0.114
H (14.056, 14.888, 19.949)  0.124
H (11.217, 9.756, 20.858)  0.371
H (10.588, 8.434, 19.852)  0.423
H (12.184, 9.127, 19.497)  0.355
H (9.740, 11.533, 20.495)  0.453
H (8.894, 11.816, 19.017)  0.234
H (8.656, 10.276, 19.823)  0.406
H (11.163, 9.356, 17.207)  0.356
H (9.441, 9.181, 17.716)  0.524
H (10.105, 10.625, 16.843)  -0.301
H (11.336, 17.697, 16.006)  0.624
H (13.018, 17.890, 17.842)  0.399
H (12.884, 16.342, 18.827)  0.164
H (14.291, 16.545, 17.740)  0.228
H (8.580, 15.082, 14.721)  0.212
H (8.879, 16.626, 15.483)  0.389
H (8.201, 16.465, 13.814)  0.529
H (9.707, 14.337, 12.773)  0.151
H (9.487, 15.853, 11.875)  0.513
H (11.151, 15.236, 12.161)  0.306
H (10.279, 18.328, 14.273)  0.379
H (11.578, 17.717, 13.207)  0.367
H (9.931, 17.937, 12.601)  0.408
H (17.073, 11.336, 12.666)  0.438
H (17.378, 10.058, 13.840)  0.470
H (16.770, 9.761, 12.181)  0.403
H (14.337, 11.848, 12.046)  0.003
H (14.416, 10.142, 11.575)  0.431
H (13.293, 10.691, 12.800)  -0.798
H (15.667, 8.859, 14.817)  0.520
H (13.931, 9.074, 14.598)  0.117
H (14.996, 8.500, 13.280)  0.457
C (12.941, 11.852, 8.119)  -0.655
C (12.217, 10.810, 8.701)  -0.907
C (11.670, 10.962, 9.975)  -0.241
C (11.895, 12.134, 10.655)  0.574
C (12.626, 13.175, 10.078)  -0.565
C (13.131, 13.038, 8.812)  -0.869
P (11.318, 12.333, 12.375)  0.995
C (15.205, 14.297, 12.176)  -0.177
C (16.515, 14.485, 11.892)  -1.240
C (17.114, 15.570, 12.578)  -0.338
C (16.362, 16.379, 13.418)  -0.838
C (15.007, 16.141, 13.603)  -0.395
C (14.392, 15.047, 12.984)  1.194
C (9.644, 11.632, 12.472)  0.233
C (8.881, 11.087, 11.450)  -0.716
C (7.585, 10.626, 11.716)  -1.212
C (6.993, 10.949, 12.891)  -0.968
C (7.676, 11.592, 13.963)  1.218
C (7.081, 11.939, 15.215)  -1.347
C (7.813, 12.436, 16.197)  -0.577
C (9.180, 12.726, 16.058)  0.076
C (9.808, 12.440, 14.854)  -0.485
C (9.057, 11.853, 13.754)  0.149
H (13.391, 11.732, 7.148)  0.386
H (12.134, 9.840, 8.236)  0.432
H (11.203, 10.106, 10.421)  0.427
H (12.714, 14.093, 10.597)  0.401
H (13.687, 13.803, 8.310)  0.480
H (17.056, 13.938, 11.157)  0.552
H (18.143, 15.828, 12.389)  0.433
H (16.852, 17.249, 13.877)  0.388
H (14.383, 16.766, 14.254)  0.349
H (13.343, 14.794, 13.081)  0.078
H (9.291, 10.874, 10.493)  0.736
H (7.063, 10.021, 10.981)  0.425
H (5.972, 10.609, 13.050)  0.385
H (6.007, 11.751, 15.296)  0.375
H (7.447, 12.778, 17.156)  0.450
H (9.721, 13.171, 16.896)  0.377
N (9.902, 8.070, 11.716)  -0.606
C (10.317, 8.255, 12.774)  0.413
N (10.684, 8.396, 14.047)  -0.969
C (11.218, 9.477, 14.391)  0.733
N (11.657, 10.484, 14.780)  0.281

The value obtained for the orbital gap (alpha / beta) is 7.41 / 6.02 eV. For the LUMO energy (alpha / beta), the calculation gives 0.43 / -2.19 eV. Its calculated total energy is -76897.49935 eV. As for the spin multiplicity: 5. As for the charge: 0. For the energy relative to the best compared isomer or geometry (same formula, charge and spin), the calculation gives 0.0 kcal/mol.